# 1
C3H8N2O2 | ωB97M-V/def2-TZVPD

Properties
SMILES string: C/C([O-])=N\[C@@H]([NH3+])O
LUMO energy, eV: 0.411
Net charge: 0
Total energy, a.u.: -379.05037
Energy above the lowest of the compared OMol25 structures with the same formula, charge and spin, eV: 2.466

```
15
Properties=species:S:1:pos:R:3:forces:R:3:lowdin_charge:R:1
N 0.610 0.017 0.561 0.0 0.0 0.0 0.010
C -1.342 1.541 0.531 0.1 0.0 0.1 -0.018
C 0.146 -0.655 -0.595 0.1 -0.1 0.1 -0.462
H 1.547 -2.234 -1.070 0.0 0.1 0.0 0.127
O 0.436 1.639 2.133 -0.1 -0.2 -0.3 0.012
H -0.242 -0.078 -1.439 0.0 0.0 0.0 0.146
H -1.153 2.024 -0.433 0.0 0.0 0.0 0.077
H 1.987 -0.765 -1.742 -0.1 0.0 0.1 0.127
N 1.543 -1.223 -0.950 -0.2 0.0 0.1 0.128
H 1.782 -0.701 0.109 -0.1 0.0 -0.1 0.173
H -2.034 0.715 0.357 0.0 0.0 0.0 0.070
C -0.023 1.071 1.153 0.0 0.1 0.0 -0.572
O -0.743 -1.720 -0.381 0.2 0.2 0.0 -0.003
H -0.713 -1.897 0.571 0.0 0.0 -0.1 0.108
H -1.800 2.268 1.197 0.0 0.0 0.0 0.076
```
Positions in Å, forces in eV/Å.

# 2
C49H72N8O15 | ωB97M-V/def2-TZVPD

Properties
LUMO energy, eV: -0.392
Net charge: 0
Total energy, a.u.: -3476.89858
Energy above the lowest of the compared OMol25 structures with the same formula, charge and spin, eV: 0.000

```
144
Properties=species:S:1:pos:R:3:forces:R:3:lowdin_charge:R:1
H -2.121 2.061 5.673 0.1 -0.7 0.2 0.106
O 2.012 -0.533 -6.052 0.9 0.1 -0.6 0.081
H 1.208 -3.753 -1.549 -0.1 -0.3 -0.2 0.076
H -4.419 1.681 -5.863 0.0 0.0 -0.2 0.129
H -3.025 3.732 0.642 0.3 0.8 -0.3 0.111
H 0.735 1.730 8.921 0.4 -0.2 -0.2 0.073
H -4.888 -1.467 3.385 0.1 0.0 0.0 0.142
C 0.959 -0.264 -6.990 0.9 0.9 0.2 -0.093
H -6.573 0.601 0.100 0.1 -0.3 0.2 0.072
H 5.180 1.473 0.231 -0.6 -0.4 0.2 0.063
H -4.140 1.352 -1.835 -0.2 0.2 0.2 0.110
O 0.007 -3.105 3.680 -0.5 -0.5 1.5 0.063
C 5.908 0.824 0.717 0.8 0.8 -0.7 -0.119
C 0.433 0.031 1.545 -1.0 0.4 -1.4 -0.168
H -5.080 -0.715 -5.263 -0.2 -0.7 -0.2 0.099
C -4.025 3.288 3.358 -2.2 -1.2 0.7 -0.554
H 6.127 -3.499 0.937 0.1 0.2 0.1 0.077
C 5.964 -4.739 -0.818 0.3 0.4 -0.2 -0.074
C -5.754 1.170 0.542 1.1 0.1 -0.1 -0.066
O -0.559 -4.095 5.634 0.1 0.0 -0.8 0.165
O 2.615 5.221 2.444 0.1 1.5 1.1 0.088
H 0.746 -3.403 1.870 -0.1 0.0 -0.4 0.125
C -4.000 -1.551 -7.030 -0.3 -0.1 1.2 -0.098
H 1.812 2.408 1.807 0.0 0.2 0.1 0.098
C -0.798 1.822 7.459 0.5 -0.6 -0.2 -0.245
H -3.656 -1.059 -7.940 0.5 -0.6 -0.1 0.085
H -3.097 0.875 -6.777 -0.2 0.5 -0.4 0.113
H 2.721 2.335 -4.107 -0.2 -0.4 0.1 0.083
H -1.643 1.821 8.147 0.0 0.1 -0.1 0.116
C -5.020 -0.511 -1.942 2.3 2.0 1.8 -0.260
H 0.933 5.202 1.224 0.0 0.1 0.3 0.119
C -0.187 -1.009 -6.400 -1.1 0.1 -0.4 -0.137
C 0.567 2.375 -3.938 -1.5 -0.4 0.5 -0.264
H -0.456 -0.108 -1.629 -0.5 -0.3 0.0 0.070
H -3.095 0.101 -1.235 0.0 -0.5 -1.0 0.083
O -2.081 -1.171 4.711 1.4 0.2 0.1 0.096
O 2.339 -1.865 -4.230 -2.4 1.4 -3.2 0.084
O -2.974 2.454 3.280 0.5 -0.4 0.5 0.024
H 5.522 1.363 2.666 -0.1 0.6 0.3 0.106
H 4.581 -1.564 -2.410 0.3 0.4 0.0 0.096
C -0.139 2.279 5.156 1.7 0.6 -2.1 -0.201
N -0.670 4.219 -0.937 0.1 -0.3 -0.3 0.174
C -0.622 3.320 -3.413 1.0 -0.2 -1.4 -0.142
H 7.628 0.972 3.743 -0.1 0.6 0.1 0.121
H 2.047 3.905 -3.932 -0.1 0.2 0.3 0.087
C -2.754 4.077 1.640 0.1 -0.7 -0.6 -0.133
H 0.373 1.392 -3.509 0.2 -0.2 -0.1 0.079
C -4.337 0.606 0.227 -1.5 0.5 0.4 -0.244
C -0.848 -4.794 2.325 0.9 -0.5 0.0 -0.098
H -2.288 -5.046 -2.438 -0.1 -0.1 -0.1 0.116
N -3.369 -2.881 -0.481 1.0 -0.7 -1.2 0.172
H 8.495 0.879 2.250 0.0 0.2 -0.3 0.122
C 2.047 3.343 1.299 -0.7 -0.7 -1.0 -0.131
C 5.169 -3.564 -2.752 -0.3 -0.7 -0.1 -0.078
C -2.023 2.924 2.315 0.5 0.4 0.2 -0.111
H 1.916 -1.027 -1.792 -0.6 0.0 -0.5 0.087
H -1.780 2.138 1.601 0.1 -0.1 0.3 0.096
H -0.566 -2.516 -2.840 -0.2 0.1 0.2 0.083
H 5.602 -0.210 0.877 -0.3 0.2 -0.1 0.042
C -0.620 3.795 -2.007 0.3 -0.3 -0.6 -0.177
C 1.634 -1.440 -5.174 2.2 -1.7 3.6 -0.535
H -3.268 -2.018 -6.372 0.5 -0.3 -0.7 0.071
C 6.371 1.512 1.998 -0.5 -1.6 0.4 -0.226
H 6.421 -5.614 -0.379 -0.2 -0.1 0.2 0.100
C 1.702 -0.503 1.472 0.4 -0.4 0.1 -0.068
H -0.856 -0.290 -5.928 -0.4 -0.4 0.0 0.100
H -1.743 -4.970 1.728 0.1 0.3 0.1 0.130
H -0.185 -3.676 -0.497 -0.1 0.1 0.1 0.047
H 0.879 4.263 2.802 -0.4 0.4 -0.1 0.093
C -0.689 -3.578 -2.631 0.0 0.0 -0.3 -0.243
C 1.911 2.872 -3.613 1.2 0.5 1.2 -0.120
H 0.876 0.820 -6.904 -0.4 -0.1 -0.6 0.123
C 1.426 -0.753 -0.869 -0.1 0.1 -0.4 -0.079
H 6.563 2.578 1.880 0.2 -0.2 0.1 0.107
H -4.434 0.265 3.540 -0.1 -0.1 -0.4 0.113
H -5.912 1.336 1.608 -0.1 -0.1 0.0 0.064
C 7.510 0.722 2.689 0.7 1.2 0.2 -0.192
H -2.266 5.048 1.715 0.1 -0.2 -0.4 0.135
H 2.012 2.765 -2.533 0.7 0.4 0.1 0.074
O -4.157 -0.799 5.191 -1.9 0.0 0.4 0.103
C -4.159 -0.761 3.785 -0.5 0.7 -0.2 -0.093
C -0.554 -4.098 4.437 0.4 1.4 2.3 -0.578
N 0.698 2.241 4.344 -1.3 -0.2 1.4 0.186
H 1.277 2.555 7.401 0.1 0.0 0.2 0.069
H -0.528 4.176 -4.080 -0.3 0.5 0.4 0.113
C 3.716 4.554 2.173 3.7 0.4 -0.2 -0.561
H 4.834 -3.537 -3.779 0.1 0.0 -0.1 0.097
H -0.572 0.776 7.249 -0.2 -0.1 0.1 0.099
H 1.178 -0.583 -8.009 0.5 0.1 0.2 0.137
H -5.764 2.141 0.047 -0.3 0.2 0.1 0.074
H -1.134 3.276 2.837 0.0 -0.3 0.0 0.090
H -2.685 -3.724 -3.534 -0.3 0.2 0.3 0.111
C -2.716 -1.064 3.480 0.5 -0.7 -2.3 -0.130
H -2.228 -0.309 2.863 0.0 0.2 0.1 0.112
N 5.414 -2.395 -0.691 0.2 -0.8 0.6 0.057
C 5.874 -3.544 -0.112 -0.8 0.8 -1.1 -0.118
C 0.466 2.412 8.114 -1.0 0.0 0.4 -0.094
H -4.811 -2.253 -7.225 0.4 -0.3 -0.4 0.084
O -3.960 4.146 2.341 -1.6 1.1 1.1 0.066
C -2.940 -0.866 5.649 0.9 0.3 5.1 -0.590
H -0.080 -5.532 2.093 -0.1 0.0 -0.6 0.132
C 5.602 -4.743 -2.158 0.8 0.4 -0.3 -0.081
H 0.659 2.252 -5.017 -1.5 0.2 -0.3 0.092
N -5.705 -1.193 -2.514 -2.1 -2.0 -1.8 0.156
O 4.871 4.815 2.516 -3.0 -0.3 -0.4 0.108
C -1.199 2.441 6.112 -0.8 0.2 1.0 -0.174
H -5.493 -0.220 -6.904 -0.3 0.7 0.4 0.114
C -4.135 0.427 -1.259 1.1 -0.1 0.2 -0.229
C 0.163 -4.052 -1.459 -1.0 0.1 0.3 -0.094
H -0.646 -1.664 -7.141 -0.4 0.2 0.2 0.138
C -2.228 -3.966 -2.574 2.1 -0.1 0.1 -0.146
H -3.580 1.329 0.531 0.0 0.1 0.1 0.083
C 7.340 -0.693 2.746 -0.7 -2.4 -0.3 -0.254
O -1.104 -5.027 3.694 -1.2 -0.9 -0.1 0.082
N 7.202 -1.841 2.810 0.1 1.1 -0.1 0.153
H 3.227 -1.212 0.114 0.2 0.0 0.2 0.086
H -0.831 -2.626 1.874 -0.2 0.0 0.1 0.102
O -2.661 -0.694 6.840 -0.4 -0.4 -2.8 0.114
H -2.571 -2.010 2.957 -0.2 -0.1 -0.1 0.120
C -0.230 -3.398 2.355 0.6 0.2 -2.3 -0.184
H 5.837 -5.597 -2.776 -0.4 -0.3 0.0 0.101
O 0.377 -1.829 -5.410 0.2 -0.6 0.8 0.068
N -2.328 0.545 -3.843 -0.8 0.2 -1.5 0.198
N -0.387 0.186 0.454 1.6 -1.1 -0.4 0.077
H 0.238 3.326 8.662 0.1 0.4 -0.4 0.068
H -4.057 -0.321 0.728 -0.4 -0.1 0.0 0.090
H 0.010 -5.131 -1.470 0.6 -0.2 0.4 0.080
H 6.694 0.797 -0.038 0.4 -0.2 0.0 0.073
H 1.654 3.309 0.283 0.5 -0.4 -0.2 0.104
C 0.120 -0.303 -0.736 0.0 1.5 1.4 -0.129
O -4.961 3.140 4.133 2.2 0.6 -1.6 0.127
C -3.831 0.771 -5.978 0.9 0.2 -0.2 -0.172
H 0.089 0.446 2.481 -0.3 -0.1 0.2 0.075
H -1.592 2.876 -3.636 0.1 -0.1 0.2 0.069
H 2.288 -0.719 2.353 0.0 0.4 0.2 0.119
C -2.985 0.667 -4.795 0.8 -0.5 1.9 -0.195
C 5.068 -2.429 -1.982 -0.2 -0.4 0.8 -0.162
H -0.201 -4.087 -3.462 -0.5 0.1 -0.5 0.103
C 2.224 -0.828 0.236 0.2 -0.6 0.6 -0.065
O 3.447 3.557 1.326 0.1 -0.7 -0.3 0.064
C 1.466 4.574 1.938 -0.3 -0.5 0.7 -0.125
H -1.487 3.483 6.254 0.6 0.4 -0.2 0.131
C -4.665 -0.468 -6.239 -1.3 0.9 0.2 -0.276
C -2.855 -3.361 -1.408 -1.2 1.0 1.1 -0.215
```
Positions in Å, forces in eV/Å.

# 3
C18H32O24S5 | ωB97M-V/def2-TZVPD

Properties
SMILES string: O=S1(=O)OCCO1.O=S1(=O)OCCO1.O=S1(=O)OCCO1.O=S1(=O)OCCO1.O=S1(=O)OCCO1.O=C1CCCO1.O=C1CCCO1
LUMO energy, eV: 0.174
Net charge: 0
Total energy, a.u.: -4501.46804
Energy above the lowest of the compared OMol25 structures with the same formula, charge and spin, eV: 4.724

```
79
Properties=species:S:1:pos:R:3:forces:R:3:lowdin_charge:R:1
C 17.227 -5.833 9.858 -4.1 1.0 -0.9 -0.137
C 19.291 -6.677 10.462 -0.8 0.4 0.5 -0.089
H 18.769 -5.940 8.525 0.3 -0.3 -0.3 0.094
O 19.766 -6.908 2.867 -0.3 -0.1 1.7 -0.198
O 22.013 -6.052 3.536 -0.6 -0.8 -0.1 -0.230
O 18.453 -2.960 10.737 0.6 4.1 0.1 -0.258
H 19.042 -1.626 3.550 1.0 0.3 1.1 0.125
C 20.293 -0.867 6.290 1.3 3.5 2.1 -0.245
H 23.606 2.395 4.854 0.4 0.3 0.2 0.129
H 21.038 -3.106 2.934 0.5 0.8 0.7 0.121
O 17.625 -0.660 11.604 -0.5 -0.1 -1.7 -0.220
H 19.724 -0.400 7.095 -0.9 0.3 -0.7 0.119
O 20.914 2.513 5.708 2.3 0.7 -0.5 0.075
O 22.350 0.951 1.624 -0.9 -2.9 1.6 -0.240
O 14.928 -7.751 6.533 0.7 2.7 -0.9 -0.249
C 16.589 -4.471 6.517 -0.9 1.0 0.7 -0.174
H 20.132 -9.750 2.659 0.0 -0.2 -0.1 0.130
S 18.794 -1.513 10.759 0.8 -0.8 0.2 0.843
C 19.605 -7.796 1.785 0.9 -1.2 -2.3 -0.180
O 18.309 -6.716 11.506 2.6 -2.1 3.9 0.046
H 20.684 -0.168 5.551 -1.5 0.0 -0.7 0.108
C 17.431 -5.348 5.607 -0.4 0.6 -0.2 -0.145
H 17.338 -4.748 9.879 -0.1 -0.1 -0.1 0.117
C 17.107 -6.378 11.191 -2.7 -0.6 1.0 -0.532
H 20.944 -9.448 1.065 -0.4 0.1 0.0 0.140
H 18.247 -5.693 6.242 -0.1 -0.9 -0.4 0.108
H 16.309 -6.184 9.387 -0.3 0.9 -0.4 0.139
S 15.079 -6.438 5.902 0.6 -1.3 0.9 0.698
O 19.290 -0.902 9.477 -1.7 -1.4 4.4 -0.264
C 21.602 -1.115 7.006 1.3 -2.5 -0.3 -0.161
C 21.875 3.286 5.798 -1.8 -2.8 -1.1 -0.496
H 18.971 -1.633 13.717 -0.4 0.3 0.6 0.135
O 19.782 -3.756 7.685 0.9 -0.1 -2.6 -0.247
O 20.633 -4.385 5.322 -0.7 1.8 2.2 -0.243
H 16.048 -3.595 6.161 0.5 0.1 -0.9 0.136
H 22.473 5.973 5.922 0.0 0.5 0.4 0.129
O 21.777 4.254 6.635 0.2 2.3 2.7 0.056
H 21.689 -1.026 8.088 -0.5 0.4 -0.1 0.124
O 21.617 -8.347 2.588 1.9 1.3 2.3 -0.213
O 15.583 -5.335 6.986 -2.1 -1.9 0.2 -0.221
H 19.893 -5.803 10.708 0.1 0.2 -0.6 0.128
S 22.044 -0.212 2.466 -0.3 0.5 1.2 0.712
C 19.287 -0.761 13.143 -1.4 1.2 2.9 -0.270
C 19.745 -1.261 2.800 -1.8 -0.3 -0.6 -0.213
O 16.517 -6.353 5.121 -0.7 -0.6 0.0 -0.201
S 21.145 -7.175 3.687 0.2 -1.8 0.6 0.706
C 20.664 -2.313 2.288 0.0 -1.0 -0.6 -0.143
H 18.759 1.000 12.306 -1.1 0.7 -0.5 0.126
H 22.908 3.829 4.099 0.0 -0.4 -0.4 0.132
H 18.060 -7.510 8.850 0.0 -0.1 0.3 0.143
C 18.324 -6.556 9.306 3.6 0.0 -2.9 -0.169
C 23.936 4.502 5.777 1.4 -1.0 -0.3 -0.169
O 20.934 -7.738 5.032 0.0 1.1 -3.3 -0.245
O 13.973 -5.993 5.093 1.6 0.1 0.6 -0.237
C 18.119 0.194 12.664 3.4 -2.1 0.2 -0.101
O 21.718 -1.549 1.645 0.5 0.2 -0.5 -0.185
H 20.033 -7.270 0.932 -0.3 0.1 -0.3 0.127
H 20.151 -0.254 13.573 -0.6 0.4 1.0 0.141
S 20.411 -3.434 6.403 1.7 4.0 0.9 0.811
H 17.817 -4.882 4.701 0.1 0.2 0.3 0.129
H 20.099 -2.916 1.578 0.4 0.4 -0.8 0.135
O 20.509 -0.117 3.074 1.3 1.0 0.3 -0.191
H 19.940 -7.551 10.508 -0.4 -0.1 0.0 0.130
O 19.712 -2.000 5.819 -0.9 -3.6 -0.8 -0.201
C 22.880 5.187 6.560 -1.4 0.9 -1.1 -0.136
H 17.432 0.436 13.475 -0.4 -0.2 -0.8 0.139
H 17.033 -4.145 7.457 0.8 -0.1 -0.3 0.117
O 22.916 -0.546 3.586 -1.1 0.7 -1.7 -0.253
H 24.684 4.147 6.485 0.4 -0.1 -0.5 0.122
C 20.552 -9.007 1.981 -1.0 1.0 0.7 -0.183
H 18.616 -8.161 1.509 -0.4 0.7 0.9 0.136
O 21.821 -2.484 6.687 -0.6 -4.4 -0.2 -0.220
O 19.861 -1.219 12.043 1.3 -2.0 -6.5 -0.209
H 23.203 5.601 7.515 -0.4 -0.4 0.1 0.133
C 23.210 3.391 5.051 -1.8 -0.4 -0.3 -0.057
H 18.987 -1.009 2.058 0.4 0.3 -0.8 0.131
O 16.102 -6.637 11.844 1.7 0.8 -0.5 0.102
H 24.315 5.123 4.965 0.7 0.3 0.7 0.121
H 22.477 -0.720 6.489 -0.3 0.8 0.3 0.129
```
Positions in Å, forces in eV/Å.

# 4
C4H12N3 | ωB97M-V/def2-TZVPD

Properties
LUMO energy, eV: -3.539
Net charge: +1
Total energy, a.u.: -323.60589
Energy above the lowest of the compared OMol25 structures with the same formula, charge and spin, eV: 1.969

```
19
Properties=species:S:1:pos:R:3:forces:R:3:lowdin_charge:R:1
H -0.426 2.376 -1.757 0.5 -0.4 0.1 0.067
H 2.788 -1.708 0.047 -0.5 0.3 -0.6 0.095
N 1.343 -0.169 -0.210 0.9 0.6 -0.2 -0.149
N -1.852 0.170 2.334 -2.3 1.2 -0.9 0.189
H -2.949 0.370 0.550 -0.7 -0.4 0.6 0.163
C 0.322 1.888 -1.123 -0.5 -1.0 -0.2 0.020
H -0.964 -0.013 2.720 1.0 -0.5 0.6 0.115
H 2.050 0.470 0.187 -0.7 -0.4 0.0 0.135
H -0.278 -0.648 0.469 0.1 -0.7 0.0 0.088
H 0.021 -0.154 -1.860 0.8 1.3 0.7 0.132
C 2.074 -1.364 -0.730 -0.1 -0.2 -0.2 -0.085
H 2.601 -1.168 -1.685 -0.1 0.1 0.6 0.092
H 1.378 -2.196 -0.941 0.1 0.4 0.3 0.081
C -2.109 -0.094 1.051 0.2 0.8 0.9 -0.166
H 0.817 2.508 -0.401 0.3 0.3 0.2 0.056
H -2.502 0.774 2.887 1.0 -0.9 -0.9 0.163
H -1.556 -0.846 -0.685 0.0 0.0 0.3 0.124
N -1.300 -0.762 0.291 0.2 0.0 0.0 0.160
C 0.543 0.566 -1.144 -0.3 -0.6 -1.1 -0.280
```
Positions in Å, forces in eV/Å.

Number 1: highest occupied orbital energy -8.85 eV. Number 2: highest occupied orbital energy -9.55 eV. Number 3: highest occupied orbital energy -9.50 eV. Number 4: highest occupied orbital energy -12.63 eV.